# 1
{"formula": "C3H4NO3", "method": "ωB97M-V with the def2-TZVPD basis set", "elements": ["O", "C", "C", "C", "O", "N", "O", "H", "H", "H", "H"], "coordinates": [[2.670, 1.527, -0.012], [1.579, 1.058, -0.325], [0.259, 0.984, -0.396], [-0.376, -0.391, -0.429], [0.569, -1.316, -1.034], [1.850, -1.012, -0.568], [2.060, -1.502, 0.816], [-0.262, 1.801, -0.661], [-0.781, -0.612, 0.571], [-1.178, -0.573, -1.177], [2.590, -0.730, 1.112]], "mulliken_charge": [-0.665, 0.666, -0.985, -0.149, -0.280, -0.372, -0.451, 0.459, 0.181, 0.284, 0.312], "homo_energy_ev": -2.63, "smiles": "O=C=CCO[N-]O", "charge": -1, "de_lowest_kcal_mol": 160.0, "orbital_gap_ev": 6.92}

# 2
{"formula": "C2H3N3O2", "method": "ωB97M-V with the def2-TZVPD basis set", "elements": ["N", "C", "N", "O", "C", "O", "N", "H", "H", "H"], "coordinates": [[-1.719, -0.091, -0.103], [-0.514, -0.482, 0.379], [-0.059, -1.229, 1.295], [0.623, -1.193, -0.134], [1.616, 0.277, -0.238], [2.752, 0.089, -0.486], [0.604, 1.033, -0.016], [-1.679, 0.476, -0.937], [-2.427, -0.811, -0.101], [0.786, 2.005, 0.201]], "mulliken_charge": [-0.495, 0.982, -0.486, -0.325, 0.520, -0.437, -0.476, 0.257, 0.265, 0.195], "homo_energy_ev": -9.72, "charge": 0, "de_lowest_kcal_mol": 114.3, "orbital_gap_ev": 10.41}

In the order shown, the computed M values come out to 102.1; 101.1 g mol⁻¹.